Below is C4H11NO in the gas phase in a non-equilibrium geometry, with properties calculated with ωB97M-V with the def2-TZVPD basis set.

Results
* LUMO level: 0.03317 hartree
* HOMO: -0.32955 Eh
* multiplicity: 1
* Kohn-Sham gap: 9.870 eV
* DFT total energy: -7862.4798 eV
* ΔE to the lowest compared entry with this formula, charge and spin: 47.8 kcal/mol

Cartesian coordinates (Å):
1 C -1.624 0.759 -0.265
2 C -0.464 -0.074 0.259
3 C -0.410 -1.465 -0.350
4 O -0.432 -0.175 1.649
5 C 1.000 0.761 -0.188
6 N 2.245 0.149 0.198
7 H -1.571 1.776 0.125
8 H -2.557 0.313 0.082
9 H -1.624 0.802 -1.352
10 H -0.347 -1.427 -1.436
11 H -1.317 -1.996 -0.062
12 H 0.433 -2.020 0.057
13 H 0.110 0.755 1.463
14 H 0.979 1.804 0.148
15 H 0.936 0.796 -1.276
16 H 2.373 -0.748 -0.254
17 H 2.268 -0.010 1.201